Entry 1:
Computed, not measured: 2 unconnected molecules or ions with the total composition C4H10N2O2, with ωB97M-V/def2-TZVPD.

Calculated values
SMILES = CC(N)=O.CC(N)=O
spin multiplicity = 1
ΔE to the lowest compared entry with this formula, charge and spin = 19.97 kcal/mol

Each atom is followed by the atoms it is bonded to, with distances in Å.
Positions of all 18 atoms, in Å:
1 C -3.119 0.346 1.414  C2 1.570, H5 1.103, H6 1.102, H9 1.118
2 C -1.659 0.900 1.253  C1 1.570, O3 1.208, N4 1.361
3 O -1.152 1.693 2.009  C2 1.208
4 N -1.124 0.535 0.056  C2 1.361, H7 1.005, H8 1.005
5 H -3.816 0.882 0.747  C1 1.103
6 H -3.467 0.491 2.449  C1 1.102
7 H -0.186 0.833 -0.147  N4 1.005
8 H -1.787 0.100 -0.561  N4 1.005
9 H -3.103 -0.718 1.071  C1 1.118
10 C 2.707 0.015 -0.192  C11 1.529, H14 1.104, H15 1.072, H18 1.093
11 C 1.985 -0.299 -1.504  C10 1.529, O12 1.201, N13 1.386
12 O 2.030 0.326 -2.528  C11 1.201
13 N 1.361 -1.532 -1.405  C11 1.386, H16 1.012, H17 1.004
14 H 3.747 -0.295 -0.393  C10 1.104
15 H 2.270 -0.233 0.754  C10 1.072
16 H 1.000 -1.992 -2.231  N13 1.012
17 H 1.484 -2.153 -0.626  N13 1.004
18 H 2.831 1.101 -0.166  C10 1.093

natural (NBO) population analysis, charges in e, atoms 1 to 6: -0.729 0.680 -0.609 -0.836 0.230 0.243


Entry 2:
Computed, not measured: a single C7H13N3O5 molecule, with ωB97M-V/def2-TZVPD.

Calculated values
SMILES = NC(=O)C[C@H](N)C(=O)N[C@@H](CO)C(=O)O
spin multiplicity = 1
ΔE to the lowest compared entry with this formula, charge and spin = 19.08 kcal/mol

Each atom is followed by the atoms it is bonded to, with distances in Å.
Positions of all 28 atoms, in Å:
1 C -1.169 1.368 -0.321  C2 1.523, C3 1.544, H10 1.094, N21 1.453
2 C -0.950 0.038 -1.030  C1 1.523, N23 1.394, O24 1.198
3 C -1.237 1.158 1.207  C1 1.544, C4 1.514, H11 1.103, H12 1.069
4 C -2.116 -0.017 1.579  C3 1.514, N22 1.360, O25 1.199
5 C 1.405 -0.300 -0.208  C6 1.561, C7 1.514, H16 1.112, N23 1.439
6 C 2.558 -0.304 -1.261  C5 1.561, O26 1.200, O28 1.330
7 C 1.632 -1.130 1.038  C5 1.514, H17 1.103, H18 1.128, O27 1.405
8 H -2.070 2.936 -1.250  N21 1.040
9 H -2.716 1.414 -1.553  N21 1.015
10 H -0.301 2.028 -0.415  C1 1.094
11 H -1.589 2.125 1.605  C3 1.103
12 H -0.313 0.930 1.694  C3 1.069
13 H -4.134 -0.484 1.296  N22 1.036
14 H -3.552 0.917 0.475  N22 1.041
15 H 0.374 -1.396 -1.657  N23 1.039
16 H 1.262 0.743 0.148  C5 1.112
17 H 0.677 -1.148 1.591  C7 1.103
18 H 1.892 -2.115 0.553  C7 1.128
19 H 3.191 -1.202 2.270  O27 0.950
20 H 3.601 -0.229 0.224  O28 0.954
21 N -2.359 2.030 -0.828  C1 1.453, H8 1.040, H9 1.015
22 N -3.411 0.258 1.268  C4 1.360, H13 1.036, H14 1.041
23 N 0.206 -0.725 -0.881  C2 1.394, C5 1.439, H15 1.039
24 O -1.856 -0.332 -1.721  C2 1.198
25 O -1.739 -1.005 2.143  C4 1.199
26 O 2.352 -0.402 -2.439  C6 1.200
27 O 2.712 -0.573 1.744  C7 1.405, H19 0.950
28 O 3.768 -0.230 -0.716  C6 1.330, H20 0.954

natural (NBO) population analysis, charges in e, atoms 1 to 6: -0.148 0.686 -0.512 0.675 -0.192 0.777


Entry 3:
Computed, not measured: 2 unconnected molecules or ions with the total composition C4H8NO, with ωB97M-V/def2-TZVPD.

Calculated values
spin multiplicity = 1
ΔE to the lowest compared entry with this formula, charge and spin = 89.27 kcal/mol
net charge = -1

Each atom is followed by the atoms it is bonded to, with distances in Å.
Positions of all 14 atoms, in Å:
1 C -0.527 -0.315 0.364  C2 1.518, N5 1.255
2 C -1.394 0.837 0.842  C1 1.518, C4 1.568, N5 1.575, H8 1.088
3 C 0.812 -2.474 -0.542  H7 1.115, H9 1.121, H10 1.180, H11 1.236
4 C -1.540 2.196 0.074  C2 1.568, H12 1.134, H13 1.132, H14 1.156
5 N -1.717 -0.447 -0.012  C1 1.255, C2 1.575, O6 1.233
6 O -2.699 -0.974 -0.540  N5 1.233
7 H -0.215 -2.226 -0.899  C3 1.115
8 H -1.964 0.951 1.762  C2 1.088
9 H 1.521 -1.611 -0.441  C3 1.121
10 H 1.137 -3.562 -0.864  C3 1.180
11 H 0.351 -2.314 0.593  C3 1.236
12 H -1.423 3.125 0.714  C4 1.134
13 H -2.646 2.209 -0.165  C4 1.132
14 H -1.041 2.391 -0.950  C4 1.156

natural (NBO) population analysis, charges in e, atoms 1 to 6: -0.204 -0.268 -0.960 -0.649 0.061 -0.608


| no. | Kohn-Sham gap (eV) | HOMO level (eV) | electronic energy (Ha) |
| --- | --- | --- | --- |
| 1 | 10.4124 | -9.8 | -418.42914 |
| 2 | 10.2364 | -9.9 | -815.04773 |
| 3 | 6.7127 | -2.3 | -286.99595 |